1.
{
  "formula": "C10H17BO5",
  "method": "ωB97M-V/def2-TZVPD",
  "symbols": ["C", "C", "B", "O", "C", "C", "O", "C", "O", "C", "C", "C", "O", "C", "C", "O", "H", "H", "H", "H", "H", "H", "H", "H", "H", "H", "H", "H", "H", "H", "H", "H", "H"],
  "coordinates": [[2.38, -1.23, 2.37], [1.03, -1.60, 1.53], [1.17, -1.40, -0.07], [1.59, -2.56, -0.85], [0.86, -0.05, -0.90], [2.07, 0.31, -1.93], [2.30, 1.77, -2.01], [1.27, 2.35, -1.21], [1.00, 3.54, -1.46], [0.58, 1.34, -0.14], [-0.91, 1.92, -0.07], [-1.88, 1.21, 1.00], [-3.23, 1.27, 0.48], [-3.62, 0.08, -0.20], [-2.64, -1.01, -0.82], [-4.85, -0.11, -0.36], [2.23, -0.17, 2.76], [2.39, -1.90, 3.30], [3.30, -1.37, 1.71], [0.22, -0.89, 1.93], [0.66, -2.66, 1.82], [0.78, -3.10, -1.03], [-0.03, -0.18, -1.61], [1.88, -0.01, -3.01], [3.12, -0.05, -1.62], [1.19, 1.39, 0.84], [-0.80, 3.02, 0.27], [-1.41, 1.99, -1.11], [-1.54, 0.19, 1.35], [-1.88, 1.89, 1.94], [-1.83, -1.37, -0.09], [-3.28, -1.94, -1.04], [-2.13, -0.68, -1.79]],
  "nbo_charge": [-0.604, -0.820, 1.141, -0.952, -0.662, -0.064, -0.507, 0.784, -0.562, -0.307, -0.445, -0.093, -0.498, 0.777, -0.745, -0.558, 0.212, 0.226, 0.218, 0.213, 0.239, 0.503, 0.251, 0.205, 0.193, 0.244, 0.252, 0.238, 0.186, 0.208, 0.218, 0.264, 0.243],
  "homo_energy_ev": -10.33,
  "orbital_gap_ev": 10.26,
  "e_tot_ha": -792.2409,
  "e_above_lowest_kcal_mol": 91.8,
  "smiles": "CCB(O)[C@@H]1COC(=O)[C@H]1CCOC(C)=O",
  "largest_force_ev_per_a": 4.68
}



2.
{
  "formula": "C10H17N",
  "method": "ωB97M-V/def2-TZVPD",
  "symbols": ["C", "C", "C", "C", "C", "C", "C", "C", "C", "N", "C", "H", "H", "H", "H", "H", "H", "H", "H", "H", "H", "H", "H", "H", "H", "H", "H", "H"],
  "coordinates": [[-0.64, 1.25, -1.78], [0.79, 0.83, -1.33], [0.77, 0.25, -0.01], [0.81, 1.21, 1.27], [-0.67, 1.36, 1.63], [-1.43, 0.02, 1.25], [-0.61, -0.43, 0.04], [-1.36, -0.12, -1.26], [-0.29, -1.94, 0.14], [1.23, -2.10, -0.27], [1.90, -0.84, 0.22], [-0.99, 2.15, -1.28], [-0.58, 1.31, -2.84], [1.65, 1.59, -1.47], [1.08, 0.03, -2.15], [1.40, 2.03, 0.89], [1.41, 0.84, 2.03], [-1.05, 2.26, 1.14], [-0.87, 1.45, 2.67], [-2.56, 0.03, 0.95], [-1.57, -0.64, 2.04], [-1.05, -0.88, -1.90], [-2.41, -0.22, -1.26], [-0.51, -2.34, 1.19], [-0.97, -2.48, -0.55], [1.63, -2.93, -0.02], [2.23, -0.97, 1.21], [2.67, -0.69, -0.55]],
  "nbo_charge": [-0.403, -0.412, -0.031, -0.409, -0.411, -0.395, -0.064, -0.394, -0.209, -0.646, -0.216, 0.201, 0.212, 0.212, 0.217, 0.211, 0.201, 0.208, 0.210, 0.206, 0.205, 0.200, 0.212, 0.169, 0.192, 0.358, 0.176, 0.200],
  "homo_energy_ev": -8.51,
  "orbital_gap_ev": 9.49,
  "e_tot_ha": -445.9127,
  "e_above_lowest_kcal_mol": 71.9,
  "smiles": "C1C[C@]23CCC[C@@]2(C1)CNC3",
  "largest_force_ev_per_a": 5.65
}



3.
{
  "formula": "C10H17N",
  "method": "ωB97M-V/def2-TZVPD",
  "symbols": ["C", "C", "C", "N", "C", "C", "H", "H", "H", "H", "H", "C", "C", "C", "C", "C", "H", "H", "H", "H", "H", "H", "H", "H", "H", "H", "H", "H"],
  "coordinates": [[-3.88, 0.75, 0.40], [-4.19, -0.22, -0.56], [-3.32, -1.29, -0.79], [-2.26, -1.53, -0.03], [-2.01, -0.63, 0.94], [-2.78, 0.52, 1.19], [-4.54, 1.62, 0.57], [-5.02, -0.10, -1.23], [-3.54, -2.04, -1.55], [-1.14, -0.80, 1.63], [-2.49, 1.18, 2.03], [-0.27, 0.94, -0.48], [1.13, 0.76, -0.99], [2.01, 0.03, 0.08], [3.37, -0.26, -0.45], [4.11, -0.77, 0.72], [-0.72, -0.22, -0.68], [-0.06, 0.96, 0.80], [-0.80, 2.01, -0.96], [1.56, 1.88, -0.86], [1.39, 0.32, -1.94], [1.87, 0.80, 0.90], [1.50, -0.96, 0.40], [3.85, 0.72, -0.87], [3.35, -1.00, -1.31], [3.55, -1.56, 1.29], [5.10, -1.16, 0.34], [4.25, 0.06, 1.40]],
  "nbo_charge": [-0.168, -0.266, 0.036, -0.447, 0.056, -0.267, 0.221, 0.216, 0.196, 0.200, 0.223, -0.638, -0.420, -0.394, -0.409, -0.601, 0.244, 0.191, 0.238, 0.169, 0.210, 0.201, 0.192, 0.200, 0.202, 0.204, 0.204, 0.204],
  "homo_energy_ev": -9.24,
  "orbital_gap_ev": 10.11,
  "e_tot_ha": -445.8595,
  "e_above_lowest_kcal_mol": 105.2,
  "smiles": "c1ccncc1.CCCCC",
  "largest_force_ev_per_a": 4.58
}



4.
{
  "formula": "C10H17N2",
  "method": "ωB97M-V/def2-TZVPD",
  "symbols": ["C", "C", "C", "N", "C", "C", "C", "N", "C", "C", "C", "C", "H", "H", "H", "H", "H", "H", "H", "H", "H", "H", "H", "H", "H", "H", "H", "H", "H"],
  "coordinates": [[3.13, -0.58, 1.55], [1.73, -0.95, 1.83], [1.43, -2.02, 2.90], [0.80, -0.25, 1.37], [0.35, 0.73, 0.72], [0.11, 0.85, -0.70], [1.03, -0.02, -1.44], [1.77, -0.62, -2.05], [-1.41, 0.63, -1.34], [-2.22, 1.95, -1.02], [-2.03, -0.57, -0.52], [-1.44, 0.35, -2.78], [3.76, -1.52, 1.44], [3.60, -0.14, 2.44], [3.36, 0.20, 0.80], [0.44, -2.00, 3.43], [2.20, -1.74, 3.65], [1.64, -3.09, 2.72], [-0.09, 1.45, 1.46], [0.42, 1.88, -0.97], [-3.23, 1.89, -1.48], [-2.36, 2.18, 0.06], [-1.72, 2.90, -1.27], [-1.64, -1.55, -0.86], [-2.28, -0.26, 0.50], [-3.08, -0.51, -0.99], [-2.47, 0.17, -3.18], [-1.00, 1.20, -3.34], [-0.82, -0.57, -2.93]],
  "nbo_charge": [-0.706, 0.448, -0.684, -0.294, 0.301, -0.443, 0.252, -0.253, 0.076, -0.646, -0.674, -0.655, 0.283, 0.274, 0.264, 0.264, 0.256, 0.280, 0.243, 0.301, 0.243, 0.211, 0.227, 0.245, 0.229, 0.239, 0.256, 0.232, 0.232],
  "homo_energy_ev": -14.62,
  "orbital_gap_ev": 9.77,
  "e_tot_ha": -500.4076,
  "total_charge": 1,
  "e_above_lowest_kcal_mol": 38.2,
  "smiles": "CC(C)=[N+]=C[C@@H](C#N)C(C)(C)C",
  "largest_force_ev_per_a": 4.27
}



5.
{
  "formula": "C10H17N2",
  "method": "ωB97M-V/def2-TZVPD",
  "symbols": ["C", "C", "C", "C", "C", "C", "N", "C", "C", "N", "C", "C", "H", "H", "H", "H", "H", "H", "H", "H", "H", "H", "H", "H", "H", "H", "H", "H", "H"],
  "coordinates": [[-1.13, -2.62, -0.79], [-1.35, -1.95, 0.57], [-2.41, -0.90, 0.47], [-2.20, 0.36, 0.12], [-3.02, 1.62, -0.02], [-1.69, 2.35, -0.25], [-1.00, 1.05, -0.18], [0.18, 0.67, -0.38], [1.44, 0.48, -0.76], [2.51, 0.31, 0.01], [3.83, 0.14, -0.56], [2.43, 0.53, 1.44], [-0.82, -1.89, -1.54], [-2.05, -3.10, -1.13], [-0.36, -3.38, -0.70], [-0.41, -1.50, 0.90], [-1.66, -2.70, 1.30], [-3.43, -1.20, 0.67], [-3.57, 1.92, 0.87], [-3.69, 1.62, -0.87], [-1.57, 2.84, -1.22], [-1.38, 3.03, 0.54], [1.58, 0.33, -1.82], [4.43, 1.04, -0.41], [4.33, -0.70, -0.07], [3.76, -0.07, -1.62], [2.57, 1.58, 1.69], [1.46, 0.20, 1.81], [3.21, -0.05, 1.93]],
  "nbo_charge": [-0.591, -0.446, -0.095, 0.116, -0.443, -0.208, -0.282, 0.291, 0.003, -0.364, -0.400, -0.416, 0.197, 0.221, 0.225, 0.207, 0.235, 0.236, 0.244, 0.243, 0.233, 0.233, 0.265, 0.210, 0.218, 0.218, 0.212, 0.209, 0.230],
  "homo_energy_ev": -12.26,
  "orbital_gap_ev": 8.38,
  "e_tot_ha": -500.4071,
  "total_charge": 1,
  "e_above_lowest_kcal_mol": 38.5,
  "smiles": "CC/C=C1/CC[N+]1=C=CN(C)C",
  "largest_force_ev_per_a": 1.38
}



6.
{
  "formula": "C10H17N2OSiTl",
  "method": "ωB97M-V/def2-TZVPD",
  "symbols": ["Tl", "C", "Si", "C", "C", "C", "H", "H", "H", "H", "H", "H", "H", "H", "H", "H", "H", "N", "C", "O", "C", "C", "C", "N", "C", "C", "H", "H", "H", "H", "H", "H"],
  "coordinates": [[0.72, 1.49, 0.17], [3.15, -3.81, 2.40], [1.90, -2.85, 3.33], [0.20, -4.19, 3.97], [2.41, -1.75, 4.70], [0.15, -3.03, 2.93], [3.92, -4.22, 3.06], [3.66, -3.13, 1.70], [2.70, -4.60, 1.81], [1.21, -4.36, 4.47], [0.00, -5.16, 3.53], [-0.44, -4.01, 4.83], [3.17, -2.22, 5.33], [1.56, -1.44, 5.31], [2.87, -0.85, 4.28], [-0.53, -2.24, 3.24], [-0.11, -3.39, 1.94], [-2.48, 3.99, -6.21], [-2.82, 4.18, -4.92], [-3.75, 4.87, -4.56], [-1.98, 3.48, -3.86], [-2.33, 3.75, -2.54], [-1.62, 3.15, -1.52], [-0.60, 2.30, -1.76], [-0.27, 2.04, -3.03], [-0.93, 2.61, -4.10], [-3.02, 4.46, -6.91], [-1.69, 3.44, -6.50], [-3.15, 4.42, -2.33], [-1.87, 3.34, -0.49], [0.56, 1.36, -3.19], [-0.60, 2.35, -5.10]],
  "nbo_charge": [0.935, -1.178, 1.831, -0.626, -1.179, -0.923, 0.295, 0.290, 0.287, 0.210, 0.283, 0.284, 0.296, 0.285, 0.288, 0.277, 0.280, -0.790, 0.634, -0.558, -0.036, -0.185, 0.037, -0.623, 0.043, -0.211, 0.430, 0.397, 0.281, 0.205, 0.206, 0.235],
  "homo_energy_ev": -14.67,
  "orbital_gap_ev": 7.92,
  "e_tot_ha": -1037.4372,
  "total_charge": 2,
  "e_above_lowest_kcal_mol": 16.2,
  "largest_force_ev_per_a": 0.22
}